# C20H12Br4HfN4O3S

C20H12Br4HfN4O3S as an isolated structure at a distorted geometry (ωB97M-V/def2-TZVPD, the Open Molecules 2025 dataset).

Values from the calculation:
* LUMO level: 0.151 Eh
* 2S+1: 1
* total charge: -2
* HOMO-LUMO gap: 5.698 eV
* E_HOMO: -0.059 Ha
* E_tot: -11956.584276 Ha

Positions of all 45 atoms, in Å:
Hf1 1.45972 -7.92154 15.93562
N1 0.81932 -3.70467 17.68188
C1 1.17990 -5.03788 17.64511
S1 2.50034 -5.60827 16.45956
N2 0.58708 -5.81572 18.46543
N3 0.90606 -7.13712 18.33604
C2 0.66354 -7.82616 19.38156
C3 1.06997 -9.24428 19.45125
C4 0.73927 -9.95587 20.59859
C5 1.21106 -11.24592 20.82340
C6 2.06243 -11.80322 19.84696
C7 2.38825 -11.16990 18.65770
C8 1.87059 -9.92025 18.41667
O1 2.23237 -9.32187 17.30363
H1 1.08152 -3.25790 16.83803
H2 -0.20520 -3.68276 17.68856
H3 0.14291 -7.35660 20.17412
H4 0.15190 -9.40679 21.38749
H5 0.92269 -11.73253 21.73935
H6 2.50172 -12.79740 20.01037
H7 3.11763 -11.68710 17.98863
Br1 -5.39954 -5.97127 14.93985
C9 -3.82483 -6.73768 15.52023
C10 -3.93337 -7.95001 16.19072
Br2 -5.61753 -8.78569 16.25132
C11 -2.80518 -8.67686 16.51358
Br3 -2.87115 -10.19157 17.55391
C12 -1.53094 -8.31735 16.11585
O2 -0.45053 -8.97704 16.14732
C13 -1.36944 -6.94957 15.49678
O3 -0.16199 -6.61721 15.16603
C14 -2.55435 -6.23783 15.33260
Br4 -2.30182 -4.57940 14.45774
N4 2.58033 -8.34803 14.49558
C15 3.51173 -8.85112 13.61630
C16 3.30249 -10.06787 12.98033
C17 4.31696 -10.68501 12.23955
C18 5.50749 -10.03824 12.00969
C19 5.75650 -8.84461 12.65955
C20 4.73144 -8.25139 13.43859
H8 2.37260 -10.59599 13.07474
H9 4.09838 -11.64491 11.73967
H10 6.26747 -10.48863 11.33601
H11 6.62466 -8.25664 12.42944
H12 4.94455 -7.32076 13.93943

Force components x, y, z for each atom (eV/Å):
Hf -0.744 0.525 1.104
N -1.047 0.019 0.056
C 1.757 -1.371 -1.250
S -0.958 1.191 1.175
N -0.723 0.413 0.289
N 0.164 -0.112 -0.270
C 0.828 -1.710 -1.704
C 0.206 -0.386 -0.675
C -0.186 0.588 0.729
C 0.248 0.412 -0.774
C -0.223 -0.768 0.685
C 0.575 -1.714 1.015
C -0.227 2.642 -0.561
O -0.454 -0.097 0.378
H 0.613 0.439 -0.848
H 0.344 0.136 0.460
H -0.336 0.347 1.120
H 0.518 -0.757 -0.834
H 0.185 -0.390 0.069
H -0.265 0.352 0.098
H -0.916 0.877 0.308
Br -0.489 1.259 -0.637
C -0.278 -1.670 1.409
C -0.572 0.806 -0.902
Br -0.395 -0.573 0.489
C 1.132 -0.153 0.051
Br -0.183 -1.389 0.760
C -0.420 3.202 -1.697
O 1.237 -1.242 0.750
C -0.851 -2.084 0.881
O -0.372 -0.037 0.360
C 1.590 0.972 -1.162
Br -0.079 0.593 -0.133
N 0.795 -0.511 -1.533
C -2.076 0.314 2.054
C 0.845 -1.526 -1.039
C -1.536 -0.177 -0.323
C 1.627 -0.589 -0.556
C -1.741 0.971 0.158
C 2.711 0.140 -0.912
H -0.387 0.052 0.271
H 0.169 0.475 0.329
H -0.499 0.318 0.547
H 0.537 0.017 0.161
H -0.122 0.200 0.106

The computed Mulliken charges, all in e, follow:
1 Hf 1.47
2 N -0.60
3 C 0.41
4 S -0.57
5 N -1.28
6 N 0.84
7 C -0.74
8 C 0.74
9 C -0.56
10 C -0.87
11 C -0.08
12 C -0.63
13 C 0.73
14 O -0.85
15 H 0.32
16 H 0.28
17 H 0.33
18 H 0.21
19 H 0.39
20 H 0.28
21 H 0.37
22 Br -0.22
23 C -0.07
24 C 0.16
25 Br -0.24
26 C -0.36
27 Br -0.18
28 C 0.67
29 O -0.85
30 C 0.78
31 O -0.95
32 C -0.05
33 Br -0.20
34 N -0.70
35 C 0.16
36 C -0.31
37 C -0.45
38 C -0.30
39 C -0.57
40 C -0.12
41 H 0.38
42 H 0.27
43 H 0.28
44 H 0.31
45 H 0.38

# C32H38N3O3P2PbSeSi

C32H38N3O3P2PbSeSi as an isolated structure (ωB97M-V/def2-TZVPD, the Open Molecules 2025 dataset).

Values from the calculation:
* LUMO level: 0.081 Eh
* 2S+1: 1
* total charge: -1
* HOMO-LUMO gap: 6.474 eV
* E_HOMO: -0.157 Ha
* E_tot: -5198.876237 Ha

Positions of all 81 atoms, in Å:
Pb1 1.71302 1.60851 0.05175
N1 3.20496 2.25598 2.01918
C1 2.31804 2.63680 3.13650
C2 1.18805 3.54569 2.64750
O1 0.81717 4.46750 3.38410
N2 0.72508 3.21157 1.43999
C3 -0.18574 4.12179 0.77175
C4 0.09503 4.26270 -0.73089
O2 -0.57805 5.08778 -1.34715
O3 0.97543 3.46841 -1.24717
H1 3.84525 1.49665 2.22734
H2 3.75725 3.05239 1.71923
H3 2.82959 3.14913 3.94940
H4 1.86986 1.72558 3.53810
H5 -0.15382 5.11045 1.22530
H6 -1.22571 3.77818 0.84084
C5 0.78980 -2.49728 -0.41855
N3 -0.44370 -1.68542 -0.15472
P1 -0.23281 -0.64560 1.23892
C6 -1.94621 -0.19763 1.70598
C7 -2.99883 -1.11008 1.73874
C8 -4.24509 -0.71998 2.19536
C9 -4.45438 0.59086 2.62433
C10 -3.41157 1.50240 2.59996
C11 -2.15362 1.10741 2.14543
C12 0.08255 -1.86730 2.58594
C13 -0.43675 -3.16414 2.59253
C14 -0.24623 -3.99289 3.68813
C15 0.45711 -3.53458 4.79890
C16 0.97864 -2.25073 4.80044
C17 0.79708 -1.42694 3.69382
P2 -0.68399 -0.73835 -1.64743
C18 -1.29461 -2.08810 -2.74255
C19 -1.98864 -3.20782 -2.28352
C20 -2.43748 -4.17292 -3.17425
C21 -2.18935 -4.03440 -4.53708
C22 -1.48655 -2.93200 -5.00116
C23 -1.03818 -1.96609 -4.10551
C24 -2.22046 0.18936 -1.32000
C25 -3.44768 -0.35826 -0.93918
C26 -4.53100 0.46560 -0.69313
C27 -4.40990 1.84829 -0.84400
C28 -3.21087 2.40395 -1.25883
C29 -2.11655 1.57170 -1.49721
H7 1.09721 -3.02882 0.47740
H8 1.63749 -1.88258 -0.74951
H9 0.56290 -3.23317 -1.18937
H10 -2.84510 -2.12735 1.39458
H11 -5.05896 -1.43584 2.21984
H12 -5.43465 0.89609 2.97216
H13 -3.56479 2.52258 2.93112
H14 -1.32823 1.81772 2.12748
H15 -0.98140 -3.52658 1.72770
H16 -0.64718 -4.99989 3.67731
H17 0.60250 -4.18222 5.65528
H18 1.53186 -1.88795 5.65882
H19 1.21777 -0.42667 3.69251
H20 -2.15287 -3.32766 -1.21713
H21 -2.98029 -5.03622 -2.80652
H22 -2.53233 -4.79221 -5.23082
H23 -1.27496 -2.82793 -6.05897
H24 -0.47922 -1.10789 -4.46637
H25 -3.55683 -1.43190 -0.82673
H26 -5.47292 0.03388 -0.37356
H27 -5.25834 2.48872 -0.63020
H28 -3.09355 3.47446 -1.37848
H29 -1.17059 2.01440 -1.80108
C30 6.45796 0.07925 -2.69765
Si1 4.78021 0.62257 -2.06428
C31 4.83001 2.49513 -1.92253
C32 3.50262 0.19935 -3.36709
Se1 4.29608 -0.35418 -0.12360
H30 6.73209 0.63935 -3.60368
H31 6.45850 -0.98949 -2.93558
H32 7.22219 0.25700 -1.93435
H33 5.11567 2.95846 -2.87708
H34 5.55941 2.79428 -1.16264
H35 3.84994 2.90612 -1.64290
H36 3.82450 0.51699 -4.36925
H37 2.54940 0.69466 -3.14170
H38 3.32775 -0.88065 -3.38027

Force components x, y, z for each atom (eV/Å):
Pb -0.135 0.401 -0.343
N -0.201 0.062 0.243
C 0.163 -0.151 -0.214
C -0.195 0.065 -0.149
O -0.018 -0.096 -0.098
N 0.084 0.061 0.131
C 0.097 -0.181 0.120
C -0.020 -0.052 -0.213
O 0.116 -0.199 0.018
O -0.100 0.074 0.171
H -0.016 -0.040 -0.071
H 0.033 -0.026 -0.023
H 0.060 0.050 0.022
H 0.028 -0.038 0.035
H 0.003 0.079 0.039
H -0.050 0.016 0.051
C -0.108 0.225 0.082
N 0.107 0.119 -0.116
P -0.059 -0.389 0.141
C 0.054 0.058 0.215
C -0.038 -0.075 0.361
C 0.086 0.035 0.244
C 0.064 -0.135 0.016
C 0.060 -0.071 -0.019
C -0.022 -0.012 -0.057
C -0.114 -0.078 -0.118
C 0.046 0.021 0.013
C 0.027 0.058 -0.015
C -0.029 -0.005 -0.069
C -0.023 0.029 -0.050
C 0.055 0.036 0.013
P 0.014 -0.208 0.087
C -0.051 -0.027 0.103
C 0.008 -0.031 -0.020
C 0.030 0.060 -0.026
C 0.018 0.027 0.088
C 0.003 0.034 0.060
C -0.031 0.008 -0.037
C -0.024 0.237 -0.228
C -0.051 0.085 -0.368
C 0.046 0.150 -0.227
C 0.014 -0.094 -0.034
C 0.147 -0.108 0.017
C -0.054 -0.007 0.138
H -0.030 -0.015 0.080
H -0.033 -0.025 0.044
H -0.019 0.001 -0.020
H 0.034 0.056 0.033
H 0.002 0.025 -0.018
H 0.028 -0.010 -0.002
H 0.007 -0.029 -0.024
H -0.091 -0.052 -0.018
H 0.014 0.022 0.014
H 0.011 0.033 0.003
H -0.006 0.016 -0.027
H -0.013 -0.008 -0.048
H -0.019 -0.043 0.006
H 0.003 0.017 -0.048
H 0.030 0.015 -0.012
H -0.003 0.013 0.008
H -0.014 0.011 0.042
H -0.010 -0.053 0.017
H 0.053 0.107 -0.042
H 0.043 0.045 -0.015
H 0.019 -0.023 -0.023
H -0.005 -0.015 0.000
H -0.051 -0.034 -0.004
C 0.232 0.009 -0.175
Si -0.065 -0.111 0.262
C -0.008 0.219 -0.034
C -0.153 0.022 -0.249
Se 0.071 -0.043 0.181
H -0.014 -0.111 0.122
H 0.009 0.098 0.040
H -0.053 -0.031 -0.083
H -0.054 -0.033 0.136
H -0.069 0.006 -0.050
H 0.142 0.010 -0.065
H -0.084 -0.031 0.138
H 0.077 -0.090 -0.053
H -0.005 0.071 -0.027

The computed Mulliken charges, all in e, follow:
1 Pb 1.37
2 N -0.45
3 C -0.03
4 C 0.53
5 O -0.78
6 N -0.13
7 C -0.40
8 C 0.43
9 O -0.77
10 O -0.68
11 H 0.21
12 H 0.21
13 H 0.37
14 H -0.38
15 H 0.47
16 H 0.05
17 C -1.24
18 N 0.57
19 P -0.26
20 C 1.14
21 C -0.67
22 C -0.72
23 C -0.60
24 C -0.53
25 C -0.30
26 C 0.37
27 C -0.21
28 C -0.72
29 C -0.60
30 C -0.43
31 C -0.41
32 P 0.00
33 C 0.69
34 C -0.02
35 C -0.83
36 C -0.47
37 C -0.54
38 C -0.66
39 C 0.27
40 C -0.09
41 C -0.57
42 C -0.62
43 C -0.65
44 C -0.68
45 H 0.41
46 H 0.16
47 H 0.47
48 H 0.09
49 H 0.42
50 H 0.37
51 H 0.48
52 H 0.35
53 H 0.17
54 H 0.42
55 H 0.36
56 H 0.43
57 H 0.31
58 H 0.15
59 H 0.42
60 H 0.36
61 H 0.40
62 H 0.40
63 H 0.43
64 H 0.44
65 H 0.38
66 H 0.49
67 H 0.55
68 C -1.03
69 Si 0.44
70 C -0.90
71 C -0.76
72 Se -0.69
73 H 0.29
74 H 0.25
75 H 0.25
76 H 0.33
77 H 0.21
78 H 0.20
79 H 0.39
80 H 0.08
81 H 0.22

# C4H9NO2

A 2-piece molecular cluster, C4H9NO2 overall (ωB97M-V/def2-TZVPD, the Open Molecules 2025 dataset).

Values from the calculation:
* LUMO level: 0.024 Eh
* 2S+1: 1
* HOMO-LUMO gap: 10.466 eV
* SMILES string: CCC=O.NC=O
* E_HOMO: -0.361 Ha
* E_tot: -363.046203 Ha

Positions of all 16 atoms, in Å:
C1 -2.39077 -0.69728 -0.06632
C2 -0.89412 -0.42984 -0.27905
C3 -0.71246 1.00892 -0.68121
O1 -0.08067 1.85082 -0.08108
H1 -2.71121 -0.34693 0.91891
H2 -2.62217 -1.76193 -0.14620
H3 -2.99066 -0.16992 -0.81814
H4 -0.30216 -0.65074 0.61414
H5 -0.51786 -1.05541 -1.10044
H6 -1.25110 1.28973 -1.61116
N1 2.31344 0.64687 1.03540
C4 2.55618 -0.26622 0.06543
O2 3.28907 -1.22985 0.16192
H7 2.73707 0.51329 1.94090
H8 1.57256 1.32659 0.91425
H9 2.00486 -0.02812 -0.86735

Force components x, y, z for each atom (eV/Å):
C -0.109 -0.019 0.010
C 0.071 0.038 0.059
C 0.137 0.227 0.127
O -0.287 -0.370 -0.264
H 0.036 -0.027 -0.145
H 0.063 0.138 0.054
H 0.066 -0.129 0.086
H -0.107 0.044 -0.136
H -0.059 0.135 0.072
H 0.035 0.024 0.071
N 0.082 -0.121 0.044
C 0.030 0.007 0.032
O -0.173 0.275 -0.019
H -0.042 -0.003 -0.096
H 0.138 -0.128 0.002
H 0.117 -0.092 0.102

The computed Mulliken charges, all in e, follow:
1 C -1.24
2 C -0.17
3 C -0.04
4 O -0.52
5 H 0.33
6 H 0.34
7 H 0.33
8 H 0.26
9 H 0.34
10 H 0.33
11 N -0.27
12 C 0.11
13 O -0.59
14 H 0.19
15 H 0.32
16 H 0.28